(1)
Here is a structure of composition C14H15Cl2IN2O2Pt at a distorted geometry from OMol25. Energies are from the ωB97M-V functional and the def2-TZVPD basis.

* F_max: 3.212 eV/A
* LUMO (alpha / beta): -1.12 / -1.06 eV

The geometry in ORCA input format:
```
! wB97M-V def2-TZVPD RIJCOSX def2/J DEFGRID3
* xyz 0 3
C 2.85483 0.46378 -0.86016
O -0.45751 1.84157 -0.59864
C 0.19342 -1.61139 5.75020
C 3.45323 -0.03938 -3.14114
C -1.10168 4.13891 -0.32605
C -0.62813 2.81003 0.25710
C -2.35262 -1.31046 -3.37541
H -0.47963 -1.15847 -4.47463
C -1.16741 -2.27071 5.53923
C 1.15821 -0.23435 -2.36471
C 2.11621 -0.33551 -3.38932
H 1.00618 -2.30870 5.54131
H -2.57925 -0.51080 -0.05067
C -2.96134 -1.13307 -2.12520
H 4.21022 -0.12111 -3.92729
H 0.30613 -1.25814 6.78039
Cl -2.78598 3.98733 -0.89952
C -0.24768 -0.58809 -2.41657
H -2.95717 -1.64034 -4.22219
H 3.06244 0.74172 0.17301
H -1.96814 -1.58646 5.82882
N 1.56483 0.17767 -1.13125
H 1.76509 -0.68497 -4.35638
H 0.31159 -0.74452 5.09271
H -1.27063 -3.17334 6.14837
C -2.19405 -0.69895 -1.05360
H -1.32463 -2.55128 4.49629
Pt 0.21217 0.14905 0.42282
C 3.82736 0.35306 -1.85076
I 0.98351 -0.70460 2.47846
H 4.85939 0.56738 -1.59030
N -0.87466 -0.47879 -1.21765
Cl 0.02519 4.65032 -1.59010
C -0.99378 -1.03501 -3.52467
H -4.02410 -1.32356 -1.97037
O -0.44907 2.73136 1.47758
H -1.09255 4.88983 0.47033
*
```

Mulliken population analysis, charges in e, atoms 1 to 5:
1. C -0.18
2. O -0.57
3. C -0.71
4. C -0.49
5. C -0.02

(2)
Here is a structure of composition C16H34OP2Ti at a distorted geometry from OMol25. Energies are from the ωB97M-V functional and the def2-TZVPD basis.

* F_max: 4.789 eV/A
* LUMO: -8.51 eV

The geometry in ORCA input format:
```
! wB97M-V def2-TZVPD RIJCOSX def2/J DEFGRID3
* xyz 2 1
H 2.15813 2.67839 -4.57391
H 2.18501 -3.89954 -5.66032
C 3.40216 -2.18014 -2.10081
H 0.67432 0.21490 -7.54785
C -0.27627 -2.37273 -0.52657
H -4.42471 2.39100 -2.47302
H 1.76205 2.74556 -6.30739
C -0.23246 1.46370 -1.30184
H 0.81092 1.25373 -0.98424
H 4.06689 -2.95968 -2.52279
H 0.38663 0.08510 -2.83289
C -2.97613 0.99203 -3.19989
H -0.62091 -3.40734 -0.38190
H -0.62632 2.76255 -5.54670
H -1.69208 -0.71715 -3.18444
H 2.81080 -2.25149 -5.74616
H 0.30134 -2.10994 0.35786
H 3.28075 -2.40491 -1.01511
H -2.42114 3.62871 -3.67357
H -1.53184 1.26958 -5.88353
P 0.55384 -2.32263 -4.72147
H -1.06775 4.80209 -1.77583
H -3.22797 4.30767 -2.24147
H -1.62749 -3.37060 -4.63063
C 2.08509 2.09296 -5.49213
C -1.26439 3.74894 -1.87108
C -3.36400 2.14780 -2.35206
H 2.78834 -3.12438 -4.19735
C -0.57130 -3.68926 -4.55144
C -1.80986 0.35671 -3.02512
C 0.98554 -0.39242 -6.67723
C -0.37354 2.92668 -1.22090
H -3.72075 0.62640 -3.89682
H -1.04501 -1.15332 -6.22259
H -3.20975 1.85496 -1.29074
O 0.52594 -2.12954 -1.71234
H 3.96608 -1.21408 -2.17090
H 0.44065 3.43931 -0.68918
H -0.22253 1.79776 -3.43988
Ti 1.56918 -1.38456 -2.96340
C -0.45526 0.96377 -2.73286
H -1.15814 -1.73045 -0.56957
C -0.00395 -1.51864 -6.36412
H 2.04485 -0.70255 -6.74718
H 3.05290 1.65120 -5.71683
H -0.35546 -4.42702 -5.33105
H -0.85809 0.90341 -0.59173
C -0.54313 1.74954 -5.96998
H -0.47508 -4.15520 -3.56194
C 2.24589 -2.94848 -5.13379
C -2.55796 3.47993 -2.58351
H 0.01825 -2.25664 -7.18792
P 0.87060 0.78200 -5.19536
H -0.32947 1.87792 -7.05121
*
```

Mulliken population analysis, charges in e, atoms 1 to 5:
1. H 0.36
2. H 0.45
3. C -1.16
4. H 0.64
5. C -0.81

(3)
Here is a cluster of 2 separate species, C4H13N3 in total at a distorted geometry from OMol25. Energies are from the ωB97M-V functional and the def2-TZVPD basis.

* F_max: 5.704 eV/A
* LUMO: 1.00 eV

The geometry in ORCA input format:
```
! wB97M-V def2-TZVPD RIJCOSX def2/J DEFGRID3
* xyz 0 1
H -2.04808 -1.58762 -0.56639
C -0.90619 -1.58560 -0.80804
H 0.11246 -1.26569 1.53086
H 0.20459 0.62516 1.73942
C -0.35672 -0.36428 1.35442
N 1.51260 1.48409 0.19198
H 3.44409 0.69139 0.28047
N 2.63307 0.96299 0.78697
H -2.32324 0.85673 -0.75021
H 1.82414 2.09827 -0.60117
H 1.04213 0.08400 -1.67001
H -1.28605 -0.43063 1.71543
C -1.21676 0.98036 -0.50555
H -1.00257 1.79992 0.23542
H -0.88636 1.37787 -1.42856
N 1.00421 -0.20368 -0.69793
H -0.89724 -1.53907 -1.87522
H -0.32662 -2.27000 -0.33900
C -0.38867 -0.26323 -0.19751
H 2.45035 0.28925 1.51721
*
```

Mulliken population analysis, charges in e, atoms 1 to 5:
1. H 0.29
2. C -1.72
3. H 0.43
4. H 0.30
5. C -1.80

(4)
Here is the molecule C2H8N2O3S at a distorted geometry from OMol25. Energies are from the ωB97M-V functional and the def2-TZVPD basis.

* F_max: 3.644 eV/A
* SMILES string: NC[C@H](N)S(=O)(=O)O
* LUMO: 0.59 eV

The geometry in ORCA input format:
```
! wB97M-V def2-TZVPD RIJCOSX def2/J DEFGRID3
* xyz 0 1
H 2.09169 -1.50093 -0.83824
S -1.52282 -0.12424 0.02799
H 1.09127 -0.00825 1.30506
H -0.94941 2.57957 -0.38794
O -1.59332 -1.67083 -0.60903
H 1.80354 -1.94422 0.65381
H 0.11295 0.63947 -1.42810
O -2.36271 0.61942 -0.87522
H -1.45986 -2.25593 0.18936
N -0.09082 2.00475 -0.03046
N 1.35834 -1.40344 -0.13666
C 0.07581 0.68002 -0.39146
O -1.77848 -0.13955 1.46910
H 2.16693 0.53965 -0.06508
H -0.20173 1.96091 0.92194
C 1.25863 0.02359 0.19490
*
```

Mulliken population analysis, charges in e, atoms 1 to 5:
1. H 0.24
2. S 1.14
3. H 0.36
4. H 0.35
5. O -0.48

(5)
Here is the ion CH4N3OS with charge +1 at a distorted geometry from OMol25. Energies are from the ωB97M-V functional and the def2-TZVPD basis.

* F_max: 4.128 eV/A
* LUMO: -5.02 eV

The geometry in ORCA input format:
```
! wB97M-V def2-TZVPD RIJCOSX def2/J DEFGRID3
* xyz 1 1
H -0.59917 -1.40180 0.56387
N -0.22472 1.42706 1.20639
N 0.30702 -1.08292 0.89271
H 0.10533 1.20185 -1.76046
O 0.04592 1.16029 2.37205
N -0.48228 0.80217 -1.14471
S 0.36798 -0.80986 2.41569
H 1.64348 -0.58788 2.34874
H -1.33584 0.55327 -1.54603
C -0.43339 0.94463 0.11724
*
```

Mulliken population analysis, charges in e, atoms 1 to 5:
1. H 0.30
2. N 0.30
3. N -0.49
4. H 0.23
5. O -0.41

(6)
Here is a cluster of 6 separate species, C22H49BrN4O9S5 in total at a distorted geometry from OMol25. Energies are from the ωB97M-V functional and the def2-TZVPD basis.

* F_max: 11.828 eV/A
* LUMO: -0.74 eV

The geometry in ORCA input format:
```
! wB97M-V def2-TZVPD RIJCOSX def2/J DEFGRID3
* xyz 0 1
H 7.37607 -0.97061 7.61345
C 2.75799 3.15881 -0.20845
H 8.16078 1.24665 -0.83097
O 5.38933 -0.88885 5.41508
H 7.73643 -0.42624 3.83108
H -4.46340 1.08437 -7.15490
H -5.17050 -0.77072 2.08387
C -1.33893 2.18542 0.60828
H 2.32746 -1.27408 -1.01464
C 7.75164 -0.63574 6.64370
C -2.97984 -6.71387 1.41989
S -2.73011 -5.28328 2.49898
C 2.44961 1.63851 0.35014
C -3.95714 0.25911 -6.64870
O 3.84130 0.99560 -1.76553
H -2.95334 0.14221 -7.06384
H -9.41116 3.02004 -3.93518
H 8.17428 1.18389 4.48174
O -3.83822 -4.31084 2.22213
C -3.37067 0.70550 0.81657
H -9.93501 1.17324 -1.47410
N -1.99065 0.88176 0.19942
H 9.26699 5.41221 -2.40631
H -8.33367 1.67842 -2.09696
H 0.63625 2.84606 1.59597
S -3.81058 0.63105 -4.88447
H 4.81584 -1.65975 2.08580
C -4.00505 -0.67193 0.11842
N 6.04634 0.91931 1.21588
C 7.34947 0.50700 4.24701
O 3.14947 0.36076 -3.56864
C 3.16963 -0.97121 -0.22450
H 2.23879 -2.56913 1.10785
H 6.98682 2.56628 -1.06898
H -6.04822 -0.26827 -4.83096
C -4.95521 -1.49004 1.18192
H -2.40945 -6.94317 4.21025
H 8.28463 2.72705 0.15466
C -10.24179 2.32352 -4.07155
O -3.26611 -0.59282 -4.20928
H -5.74263 0.87073 -3.49364
C 2.60548 -1.44091 1.24098
H -3.99976 -7.09021 1.52859
Br 4.80812 -2.02584 -0.82944
H -2.81705 -6.40173 0.38564
S -9.67628 0.62615 -3.80225
C 8.67398 4.76872 -1.75219
O -8.46961 0.41044 -4.66689
H -3.04891 -1.33599 -0.14472
H 0.13954 1.07565 2.07598
C 5.00159 0.97410 0.45432
H 7.61252 4.92235 -1.96026
O 1.05729 1.22950 0.11035
H -1.19428 2.94997 -0.27733
H -2.26171 -7.49555 1.67846
H -11.04575 2.55588 -3.36923
O -4.67379 -0.39192 -1.18154
H -4.14296 -6.55397 3.98459
H -3.23288 0.46302 1.95393
H -6.04096 1.49662 -5.13543
H 2.70758 1.66487 1.51490
H 3.42365 -2.30665 3.21681
N 2.86074 4.37744 -0.63847
H -4.39339 -2.44330 1.57826
C -5.58956 0.68544 -4.55940
O 10.52659 2.84304 -1.63166
S 9.11222 3.04584 -2.08840
H -1.93823 2.77300 1.45654
H 3.70290 -0.44287 3.05816
C 3.71897 -1.46502 2.44344
H -3.07790 -5.42494 4.86170
N 2.73006 0.86323 -2.51040
C -9.09275 0.89272 -2.11088
S 6.40011 0.16791 5.74938
C 8.02665 2.33091 -0.83034
H -4.51752 -0.66813 -6.78980
H -4.07635 1.64618 0.65572
H 8.56319 0.07920 6.79806
C 0.19143 1.83452 1.17631
H -4.06803 -0.67791 -1.93895
H 8.89137 5.01282 -0.70968
H 1.63846 -0.84652 1.58093
H 8.11333 -1.49780 6.07823
C -3.13246 -6.14215 4.03935
H -8.65636 -0.03880 -1.74286
H 6.68870 0.98211 3.51813
H -5.93895 -1.84362 0.65191
H -10.61982 2.40595 -5.09327
H -2.01931 0.76311 -0.83918
C 3.57273 0.61621 -0.33862
*
```

Mulliken population analysis, charges in e, atoms 1 to 5:
1. H 0.33
2. C 0.01
3. H 0.36
4. O -0.58
5. H 0.32

(7)
Here is a structure of composition C43H26F15Ge3HgI2NO4S2 at a distorted geometry from OMol25. Energies are from the ωB97M-V functional and the def2-TZVPD basis.

* F_max: 1.877 eV/A
* LUMO: 3.37 eV

The geometry in ORCA input format:
```
! wB97M-V def2-TZVPD RIJCOSX def2/J DEFGRID3
* xyz -2 1
Hg -0.15000 -0.50420 0.46880
F -1.95840 -0.71840 7.34600
C 3.22650 -0.76460 0.44870
C -2.35150 -0.21130 5.07260
Ge -0.39360 -0.39470 4.49720
H -6.05280 3.59180 0.18110
H -2.26040 -1.60720 -4.46960
C 0.38560 1.91980 7.96240
I 5.87890 4.19030 0.10790
F -0.07080 3.10960 8.38570
F -4.58550 -0.52230 7.94070
F 0.36410 -6.39560 3.57310
F 1.63900 1.67550 9.95830
C 1.03250 -2.88120 4.16440
H -3.89770 -4.60570 2.07610
F -2.55070 -2.83300 4.52210
C -1.09690 -4.60100 4.04500
H -2.65540 1.40040 -4.40230
C -4.16260 -0.29360 6.68220
C 4.83510 0.99770 0.38800
F -6.38250 0.17480 6.01030
Ge -2.57610 -0.15780 -0.03830
H -5.14170 -0.84970 -4.02420
F -5.54930 0.47590 3.43250
C 3.94600 3.29700 -0.00260
C 1.23630 1.18120 8.77510
H -5.65700 -0.43470 0.16040
S 0.48750 -3.35170 0.47880
H -1.49310 -4.41840 -0.29250
F 2.51450 -4.69510 3.77580
F 2.05340 -2.01640 4.20320
I -0.04280 4.85030 -0.66640
O 0.41690 -2.44640 -0.67200
C -2.81760 -0.39870 6.35800
C -5.05310 3.29520 0.47350
C -5.65280 -3.50750 1.53170
H -5.70790 0.39200 -2.90690
C -2.51260 1.39840 -3.32480
C 0.00320 1.38720 6.74070
C -6.13990 -2.32650 0.99920
H -6.33350 -4.28900 1.84100
C 2.86750 4.13060 -0.19010
C -5.26250 -1.34820 0.57390
H -1.45220 1.47630 -3.10750
O 1.81470 -3.85360 0.75970
C -1.28910 -3.25640 4.31840
F -2.88390 0.17500 2.84690
C 3.79540 1.90970 0.11550
H -1.35560 -2.01030 -3.00360
O 0.20660 1.73020 -0.60440
H 5.84680 1.37010 0.48820
C -3.28240 1.65290 0.42890
C 2.48530 1.36620 -0.02080
C -3.41730 -2.69340 1.23900
C 1.20260 -0.59560 7.14860
C -5.11950 -0.51730 -2.98830
C 1.27070 -4.22270 3.91100
H -0.56120 -5.50300 0.77890
O -0.17550 -2.79210 1.66550
H -7.20750 -2.16740 0.91010
C -0.51090 -4.78910 -0.03280
C -3.29960 0.06550 4.10700
H 2.96860 -1.80470 0.60320
H 5.34090 -1.04310 0.76350
H -5.58190 -1.28650 -2.37430
C -4.28640 -3.68840 1.65380
C -0.23160 -2.37820 4.40310
C 1.61290 3.58590 -0.35360
C -2.99870 3.73970 1.61030
Ge -3.17720 -0.26400 -2.44770
H -2.34990 -2.82610 1.34980
F -2.15110 -5.43650 3.98680
C -2.34440 -1.81210 -3.40460
N 2.24290 0.05990 0.16550
C -5.08370 0.03120 5.69570
H -1.50120 2.22670 1.46810
H -2.95540 -2.70260 -3.27520
C -3.88850 -1.51100 0.68050
F 1.55580 -1.84990 6.83130
C 0.38370 0.12960 6.30670
C -2.50820 2.51390 1.19910
C 0.18560 -5.08810 3.83980
H 2.99400 5.20440 -0.20920
C -4.65340 0.20360 4.38660
H -4.67140 5.08280 1.59730
C 1.64520 -0.08110 8.36370
C 1.33910 2.20610 -0.35030
H -5.15080 1.45090 -0.58830
H -0.01550 -5.22160 -0.89310
C -4.54580 2.08080 0.04850
F -0.82910 2.09910 5.96570
H -2.37490 4.39110 2.20830
S 0.43010 0.84960 3.02250
C -4.28160 4.12850 1.26400
C 4.55630 -0.33210 0.54660
F 2.44260 -0.80950 9.16460
H -2.99530 2.27460 -2.90170
*
```

Mulliken population analysis, charges in e, atoms 1 to 5:
1. Hg 3.30
2. F -0.35
3. C -0.13
4. C -1.47
5. Ge 1.72

(8)
Here is the molecule C5H7NO from OMol25. Energies are from the ωB97M-V functional and the def2-TZVPD basis.

* F_max: 0.286 eV/A
* SMILES string: Cn1cccc1O
* LUMO: 0.79 eV

The geometry in ORCA input format:
```
! wB97M-V def2-TZVPD RIJCOSX def2/J DEFGRID3
* xyz 0 1
H 0.88396 2.75010 -0.78404
H 1.69306 0.28632 -1.60194
C 0.94462 0.56721 -0.87377
H -0.56156 -2.28446 -0.71546
C 0.51391 1.79210 -0.44320
H -1.04321 2.32543 1.10145
H -2.20326 -0.06547 1.68308
C -0.64297 0.21556 0.64268
N 0.22739 -0.40340 -0.20235
H 0.59896 -2.29267 0.62998
O -1.44382 -0.58601 1.39733
H 1.17374 -2.04479 -1.03523
C 0.36180 -1.83662 -0.33563
C -0.50264 1.57670 0.53710
*
```

Mulliken population analysis, charges in e, atoms 1 to 5:
1. H 0.39
2. H 0.32
3. C -0.30
4. H 0.28
5. C -0.60